Arrangement i

ORCA calculation (ωB97M-V/def2-TZVPD) on a 12-piece molecular cluster, C5H31NO11 overall.

Each line ends with the Löwdin charge.
Element x y z (Å)
C (1.897, -0.254, -3.424)  -0.11
C (0.847, -1.093, -2.731)  -0.18
C (0.121, -0.814, -1.630)  -0.21
C (-0.980, -1.583, -1.138)  -0.12
C (-1.792, -0.682, -0.566)  -0.17
N (-3.125, -0.992, -0.273)  0.08
H (2.845, -0.696, -3.629)  0.05
H (1.606, 0.148, -4.407)  0.07
H (2.136, 0.717, -2.979)  0.07
H (0.575, -1.985, -3.245)  0.09
H (0.432, 0.136, -1.095)  0.10
H (-1.094, -2.579, -1.418)  0.10
H (-1.341, 0.371, -0.291)  0.15
H (-3.392, -1.972, -0.111)  0.11
H (-3.600, -0.339, 0.263)  0.03
O (-2.837, 1.809, 1.148)  -0.11
H (-2.219, 1.744, 1.854)  -0.02
H (-3.379, 2.689, 1.511)  0.17
O (2.601, -3.257, 0.747)  -0.02
H (2.354, -2.272, 0.545)  0.11
H (2.809, -3.388, 1.578)  -0.04
O (2.061, 0.520, 4.033)  -0.05
H (2.641, 1.305, 3.886)  0.07
H (1.290, 0.700, 3.510)  -0.02
O (-0.845, 1.277, -3.617)  -0.12
H (-1.519, 1.249, -4.352)  0.07
H (-0.446, 0.330, -3.473)  0.05
O (1.368, -0.605, 1.394)  -0.06
H (2.030, -0.797, 2.027)  0.02
H (0.611, -1.064, 1.834)  0.03
O (-0.603, 2.180, 2.975)  -0.08
H (0.151, 2.238, 2.334)  0.01
H (-0.557, 3.024, 3.464)  0.07
O (-0.167, -2.254, 2.818)  -0.06
H (-1.016, -2.603, 3.081)  0.06
H (0.221, -2.833, 2.122)  0.00
O (-2.586, 3.582, -0.855)  -0.05
H (-2.539, 2.826, -0.306)  -0.06
H (-2.278, 3.336, -1.737)  0.03
O (0.266, -4.025, 0.877)  -0.05
H (1.194, -4.302, 0.709)  0.05
H (0.078, -3.362, 0.277)  -0.03
O (1.646, 1.960, 1.470)  -0.05
H (2.005, 1.110, 1.410)  -0.02
H (1.200, 1.978, 0.595)  0.04
O (0.510, 2.577, -1.424)  -0.07
H (1.150, 3.167, -1.915)  0.09
H (-0.330, 2.779, -1.849)  0.00

HOMO-LUMO gap   8.000 eV
LUMO level   0.347 eV
E_HOMO   -7.65 eV

***

Arrangement ii

ORCA calculation (ωB97M-V/def2-TZVPD) on a 11-piece molecular cluster, C5H31NO11 overall.

Each line ends with the Löwdin charge.
Element x y z (Å)
C (-0.028, -0.485, 1.462)  -0.11
C (0.214, -0.138, 0.016)  -0.17
N (-0.971, -0.071, -0.869)  -0.09
C (-1.883, -0.974, -1.189)  -0.37
O (-1.738, -2.178, -1.110)  -0.02
C (-1.020, 1.187, -1.526)  -0.28
C (-1.461, 2.294, -0.686)  -0.07
H (-0.339, 0.502, 1.850)  0.05
H (-0.728, -1.247, 1.789)  0.06
H (0.835, -0.919, 2.026)  0.11
H (0.992, -0.893, -0.428)  0.12
H (0.748, 0.952, -0.017)  0.15
H (-2.860, -0.568, -1.546)  0.16
H (-1.685, 0.958, -2.427)  0.14
H (-0.061, 1.315, -2.090)  0.14
H (-2.482, 2.037, -0.186)  0.13
H (-1.591, 3.167, -1.257)  0.06
H (-0.778, 2.642, 0.032)  0.04
O (2.997, -0.754, -1.226)  -0.10
H (3.742, -1.301, -1.781)  0.14
H (3.152, 0.091, -1.515)  -0.09
O (0.177, -3.525, -2.983)  -0.09
H (-0.673, -3.494, -2.513)  0.03
H (0.927, -3.249, -2.381)  0.08
O (4.032, 1.651, -1.659)  -0.13
H (3.397, 2.124, -1.022)  0.02
H (4.804, 1.317, -1.087)  0.09
O (0.478, 1.130, 4.308)  -0.01
H (-0.019, 0.428, 3.951)  -0.01
H (-0.032, 1.791, 4.706)  0.03
O (-0.528, -4.221, 0.879)  -0.15
H (-0.647, -5.017, 0.283)  0.06
H (-0.688, -3.333, 0.348)  0.05
O (-2.171, 0.204, 3.213)  -0.10
H (-2.383, -0.460, 3.846)  0.03
H (-2.398, -0.170, 2.288)  0.03
O (2.355, 3.188, -0.206)  -0.03
H (1.874, 3.198, 0.595)  -0.03
H (2.364, 4.125, -0.457)  0.09
O (-3.150, -1.121, 0.981)  -0.04
H (-2.886, -1.961, 0.610)  0.04
H (-3.878, -1.295, 1.561)  0.06
O (1.123, 2.710, 2.181)  -0.03
H (0.695, 2.510, 3.083)  0.08
H (1.828, 2.188, 2.169)  -0.03
O (0.060, -1.051, -4.038)  -0.10
H (-0.069, -1.674, -4.748)  0.02
H (0.357, -1.612, -3.230)  0.04

HOMO-LUMO gap   9.551 eV
LUMO level   0.261 eV
E_HOMO   -9.29 eV

***

It is arrangement i that is the least stable of them.

***

Arrangement i

ORCA calculation (ωB97M-V/def2-TZVPD) on a 2-piece molecular cluster, C3H7FN3 overall.

Each line ends with the Löwdin charge.
Element x y z (Å)
C (0.454, -0.139, 0.427)  -0.44
H (-0.996, 0.872, -0.737)  0.11
F (1.532, 2.286, -1.375)  -0.85
C (-0.596, -0.156, -0.691)  -0.26
H (-0.050, -0.334, -1.631)  0.12
N (0.377, 1.087, 1.170)  0.01
H (1.067, 1.030, 1.986)  0.11
H (-0.570, 1.265, 1.500)  0.07
C (1.795, -0.534, -0.072)  -0.20
N (2.822, -0.966, -0.382)  0.12
N (-1.618, -1.168, -0.472)  -0.03
H (-2.263, -1.230, -1.249)  0.05
H (-2.151, -1.006, 0.377)  0.05
H (0.197, -1.008, 1.149)  0.14

HOMO-LUMO gap   6.713 eV
LUMO level   3.575 eV
Net charge   -1
E_HOMO   -3.14 eV

***

Arrangement ii

ORCA calculation (ωB97M-V/def2-TZVPD) on an isolated ion of composition C3H7FN3 and charge -1.

Each line ends with the Löwdin charge.
Element x y z (Å)
C (0.083, -3.873, 2.986)  -0.27
H (-0.834, -4.706, 4.694)  0.13
F (0.416, -2.490, 2.431)  -0.17
C (-0.717, -3.693, 4.274)  -0.50
H (1.104, -4.216, 3.234)  0.11
C (-0.635, -4.677, 1.904)  -0.50
N (-1.780, -5.143, 1.881)  -0.06
N (-2.063, -3.176, 4.064)  0.01
H (-2.494, -3.860, 3.421)  0.02
H (-1.986, -2.308, 3.534)  0.06
N (0.058, -2.891, 5.211)  0.02
H (-0.553, -2.628, 5.980)  0.05
H (0.329, -2.027, 4.741)  0.05
H (0.387, -5.260, 1.670)  0.05

HOMO-LUMO gap   6.341 eV
LUMO level   4.389 eV
Net charge   -1
E_HOMO   -1.95 eV

***

It is arrangement ii that is the least stable of them.

***

Arrangement i

ORCA calculation (ωB97M-V/def2-TZVPD) on one molecule with the formula C23H27N3O2.

Each line ends with the Löwdin charge.
Element x y z (Å)
C (0.802, -3.355, 4.610)  -0.05
C (0.768, -2.187, 3.670)  -0.28
C (1.805, -1.975, 2.769)  -0.07
C (1.751, -0.896, 1.908)  -0.09
C (0.672, -0.031, 1.915)  -0.04
C (-0.388, -0.232, 2.800)  -0.21
N (-1.485, 0.623, 2.888)  -0.07
C (-2.811, 0.039, 2.974)  -0.12
C (-3.579, 0.246, 1.647)  -0.10
N (-2.633, 0.497, 0.582)  -0.04
C (-2.153, -0.574, -0.109)  -0.42
O (-2.588, -1.698, 0.070)  0.08
C (-1.115, -0.301, -1.142)  -0.16
C (-1.281, 0.664, -2.131)  -0.02
C (-0.323, 0.848, -3.107)  0.01
C (0.831, 0.063, -3.122)  -0.17
N (1.821, 0.252, -4.093)  0.01
C (3.141, -0.339, -3.944)  -0.15
C (3.994, 0.397, -4.978)  -0.15
C (2.979, 0.754, -6.055)  -0.08
C (1.667, 0.882, -5.297)  -0.43
O (0.672, 1.430, -5.708)  0.08
C (0.986, -0.920, -2.143)  -0.01
C (0.018, -1.104, -1.176)  -0.02
C (-1.954, 1.761, 0.741)  -0.09
C (-1.455, 1.902, 2.211)  -0.31
C (-2.262, 2.940, 2.994)  -0.04
C (-0.305, -1.314, 3.682)  0.01
H (0.334, -4.221, 4.142)  0.08
H (0.259, -3.133, 5.526)  0.08
H (1.826, -3.620, 4.862)  0.08
H (2.649, -2.648, 2.748)  0.11
H (2.556, -0.725, 1.207)  0.10
H (0.665, 0.782, 1.206)  0.10
H (-2.707, -1.030, 3.153)  0.11
H (-3.365, 0.480, 3.810)  0.12
H (-4.261, 1.099, 1.702)  0.12
H (-4.146, -0.650, 1.392)  0.12
H (-2.176, 1.269, -2.147)  0.12
H (-0.471, 1.592, -3.871)  0.10
H (3.508, -0.198, -2.925)  0.13
H (3.103, -1.414, -4.162)  0.13
H (4.812, -0.218, -5.346)  0.11
H (4.411, 1.304, -4.540)  0.12
H (3.204, 1.673, -6.593)  0.12
H (2.865, -0.048, -6.787)  0.13
H (1.851, -1.564, -2.139)  0.10
H (0.138, -1.874, -0.428)  0.12
H (-2.652, 2.572, 0.503)  0.13
H (-1.117, 1.811, 0.045)  0.11
H (-0.416, 2.244, 2.212)  0.14
H (-3.329, 2.738, 2.962)  0.07
H (-2.088, 3.927, 2.572)  0.08
H (-1.940, 2.945, 4.032)  0.09
H (-1.089, -1.468, 4.408)  0.12

HOMO-LUMO gap   8.317 eV
LUMO level   0.622 eV
E_HOMO   -7.70 eV

***

Arrangement ii

ORCA calculation (ωB97M-V/def2-TZVPD) on one molecule with the formula C23H27N3O2.

Each line ends with the Löwdin charge.
Element x y z (Å)
C (1.857, -2.616, -8.045)  -0.10
O (0.630, -2.073, -7.631)  -0.10
C (0.335, -2.089, -6.291)  -0.29
C (-0.904, -1.558, -5.932)  -0.01
C (-1.294, -1.521, -4.614)  -0.03
C (-0.469, -2.016, -3.598)  -0.27
N (-0.942, -2.022, -2.298)  0.04
C (-0.075, -2.076, -1.142)  -0.30
C (0.794, -0.817, -0.982)  -0.13
C (-0.081, 0.430, -0.831)  -0.14
C (-1.281, 0.137, 0.094)  -0.14
N (-1.023, -1.033, 0.897)  -0.06
C (-0.520, -0.996, 2.161)  -0.43
O (-0.062, -1.985, 2.704)  0.07
C (-0.607, 0.320, 2.864)  -0.16
C (-1.865, 0.845, 3.201)  -0.05
C (-1.983, 2.023, 3.906)  -0.01
C (-0.814, 2.678, 4.268)  -0.20
N (-0.618, 3.839, 4.953)  0.12
C (0.733, 4.078, 5.080)  -0.26
C (1.198, 5.295, 5.798)  -0.02
C (1.431, 3.071, 4.471)  -0.19
C (2.908, 2.904, 4.351)  -0.04
C (0.463, 2.161, 3.942)  -0.12
C (0.557, 0.962, 3.240)  0.05
C (-0.918, -2.261, 0.136)  -0.08
C (0.766, -2.543, -3.966)  -0.03
C (1.163, -2.580, -5.293)  -0.03
H (1.876, -2.512, -9.129)  0.09
H (2.705, -2.071, -7.616)  0.09
H (1.939, -3.676, -7.783)  0.09
H (-1.545, -1.176, -6.711)  0.12
H (-2.259, -1.106, -4.355)  0.11
H (-1.756, -1.437, -2.172)  0.11
H (0.573, -2.950, -1.262)  0.14
H (1.449, -0.706, -1.847)  0.11
H (1.417, -0.945, -0.095)  0.12
H (0.521, 1.238, -0.414)  0.11
H (-0.440, 0.755, -1.809)  0.11
H (-2.185, -0.059, -0.495)  0.12
H (-1.481, 0.990, 0.741)  0.11
H (-2.752, 0.300, 2.911)  0.12
H (-2.952, 2.420, 4.171)  0.11
H (-1.341, 4.429, 5.330)  0.16
H (0.781, 5.328, 6.805)  0.08
H (2.281, 5.304, 5.872)  0.07
H (0.881, 6.196, 5.272)  0.08
H (3.438, 3.644, 4.944)  0.06
H (3.200, 1.912, 4.691)  0.08
H (3.220, 3.007, 3.311)  0.08
H (1.517, 0.537, 2.991)  0.13
H (-1.921, -2.611, -0.135)  0.13
H (-0.460, -2.996, 0.800)  0.12
H (1.436, -2.940, -3.220)  0.10
H (2.130, -2.999, -5.527)  0.10

HOMO-LUMO gap   8.048 eV
LUMO level   0.725 eV
E_HOMO   -7.32 eV

***

It is arrangement ii that is the least stable of them.

***

Arrangement i

ORCA calculation (ωB97M-V/def2-TZVPD) on one molecule with the formula C9H9NOS.

Each line ends with the Löwdin charge.
Element x y z (Å)
C (-3.097, 0.221, 0.419)  -0.09
C (-2.667, 0.972, -0.668)  -0.09
C (-2.326, -0.870, 0.794)  -0.13
C (-1.420, 0.749, -1.228)  -0.03
C (-1.079, -1.081, 0.356)  -0.07
C (-0.522, -0.196, -0.629)  -0.38
C (2.576, -0.827, 0.709)  -0.36
C (2.753, 0.581, 0.641)  -0.21
C (1.778, 1.417, 0.211)  -0.22
N (0.744, -0.194, -1.112)  -0.43
O (1.178, 2.448, 0.247)  0.14
S (1.771, -1.345, -0.990)  1.01
H (-3.974, 0.413, 0.957)  0.08
H (-3.262, 1.649, -1.133)  0.07
H (-2.609, -1.454, 1.696)  0.12
H (-0.986, 1.485, -1.988)  0.13
H (-0.480, -1.889, 0.745)  0.09
H (3.473, -1.390, 0.749)  0.06
H (1.846, -1.326, 1.477)  0.12
H (3.743, 1.159, 0.581)  0.15
H (2.559, -0.524, -1.833)  0.05

HOMO-LUMO gap   7.885 eV
LUMO level   0.278 eV
E_HOMO   -7.61 eV

***

Arrangement ii

ORCA calculation (ωB97M-V/def2-TZVPD) on one molecule with the formula C9H9NOS.

Each line ends with the Löwdin charge.
Element x y z (Å)
O (-3.611, -1.514, -0.394)  0.05
C (-2.576, -0.676, -0.086)  -0.32
C (-2.606, 0.603, -0.641)  -0.01
C (-1.585, 1.495, -0.372)  -0.04
C (-0.512, 1.143, 0.458)  -0.23
C (0.632, 2.102, 0.698)  -0.14
C (1.710, 2.014, -0.384)  -0.18
N (2.349, 0.731, -0.404)  0.07
C (2.482, -0.433, -0.296)  -0.79
S (2.752, -1.994, -0.149)  0.63
C (-0.517, -0.142, 1.016)  -0.05
C (-1.525, -1.043, 0.747)  -0.02
H (-3.449, -2.355, 0.032)  0.10
H (-3.466, 0.885, -1.277)  0.13
H (-1.618, 2.465, -0.806)  0.10
H (1.111, 1.890, 1.678)  0.13
H (0.261, 3.117, 0.706)  0.11
H (2.464, 2.794, -0.252)  0.12
H (1.275, 2.204, -1.384)  0.13
H (0.304, -0.442, 1.652)  0.11
H (-1.493, -2.039, 1.170)  0.12

HOMO-LUMO gap   9.336 eV
LUMO level   0.738 eV
E_HOMO   -8.60 eV

***

It is arrangement i that is the least stable of them.

***

Arrangement i

ORCA calculation (ωB97M-V/def2-TZVPD) on one molecule with the formula C2H6N2OS2.

Each line ends with the Löwdin charge.
Element x y z (Å)
C (-0.939, 2.306, 0.167)  -0.46
S (-0.060, 1.290, -0.969)  0.88
C (0.185, -0.235, -0.219)  -0.85
N (-0.261, -0.422, 0.883)  -0.06
O (0.034, -1.623, 1.545)  -0.08
N (1.111, -1.071, -0.947)  -0.44
S (0.516, -2.588, -1.478)  0.66
H (-0.122, 2.646, 1.074)  0.12
H (-1.343, 3.243, -0.370)  0.06
H (-1.820, 1.857, 0.588)  0.01
H (-0.358, -1.259, 2.427)  0.14
H (1.515, -0.575, -1.821)  0.08
H (1.541, -3.570, -0.878)  -0.05

HOMO-LUMO gap   9.331 eV
LUMO level   0.679 eV
E_HOMO   -8.65 eV

***

Arrangement ii

ORCA calculation (ωB97M-V/def2-TZVPD) on one molecule with the formula C2H6N2OS2.

Each line ends with the Löwdin charge.
Element x y z (Å)
C (-0.105, 1.679, -0.071)  -0.03
C (0.785, 0.473, 0.376)  -0.44
N (-0.040, -1.355, -1.069)  -0.40
N (0.010, -0.872, 0.133)  -0.65
O (1.048, 0.555, 1.713)  -0.10
S (-0.924, -1.378, 1.405)  0.64
S (-1.154, -2.586, -1.402)  0.73
H (-0.842, 1.371, -0.855)  0.08
H (-0.409, 1.976, 0.967)  0.09
H (0.434, 2.577, -0.524)  0.09
H (1.720, 0.391, -0.153)  0.13
H (0.419, -0.054, 2.203)  -0.01
H (-0.941, -2.778, -2.722)  -0.14

HOMO-LUMO gap (alpha / beta)   8.202 / 8.204 eV
LUMO level (alpha / beta)   -0.573 / -0.572 eV
E_HOMO (alpha / beta)   -8.78 / -8.78 eV

***

It is arrangement i that is the least stable of them.

***

Arrangement i

ORCA calculation (ωB97M-V/def2-TZVPD) on a 2-piece molecular cluster, C6H12BrN2 overall.

Each line ends with the Löwdin charge.
Element x y z (Å)
C (-1.915, 0.678, 0.148)  -0.24
C (-4.259, -0.410, 0.109)  -0.03
C (-3.309, -1.536, 0.159)  -0.07
C (4.241, -0.052, -0.301)  -0.11
C (2.986, -0.549, 0.440)  -0.35
C (1.920, -0.982, -0.511)  -0.52
N (-2.870, -0.195, 0.139)  -0.12
N (-2.104, 1.924, -0.146)  0.15
Br (0.152, -1.127, -0.022)  0.95
H (-4.521, 0.063, -0.841)  0.14
H (-4.801, -0.132, 0.942)  0.11
H (-3.187, -2.114, 1.038)  0.12
H (-3.046, -2.174, -0.702)  0.14
H (3.939, 0.406, -1.282)  0.09
H (4.729, 0.688, 0.469)  0.12
H (5.006, -0.802, -0.410)  0.06
H (3.268, -1.505, 1.092)  0.16
H (2.561, 0.101, 1.268)  0.12
H (2.066, -1.129, -1.540)  0.04
H (-1.512, 2.633, 0.328)  0.15
H (-2.975, 2.113, -0.586)  0.11

HOMO-LUMO gap (alpha / beta)   8.988 / 5.669 eV
LUMO level (alpha / beta)   -3.794 / -5.554 eV
Net charge   +1
E_HOMO (alpha / beta)   -12.78 / -11.22 eV

***

Arrangement ii

ORCA calculation (ωB97M-V/def2-TZVPD) on C6H12BrN2 as an isolated structure.

Each line ends with the Löwdin charge.
Element x y z (Å)
C (0.712, -0.769, 0.937)  -0.13
C (1.286, 0.398, 1.134)  -0.06
C (-0.130, 0.910, -0.730)  -0.49
C (-2.306, -2.097, 0.337)  -0.07
C (1.910, 2.275, -0.489)  0.02
C (-1.003, -1.855, -0.513)  -0.28
N (-0.071, -0.888, -0.131)  -0.05
N (0.878, 1.455, 0.149)  -0.20
Br (-1.943, 1.619, -0.648)  0.80
H (1.129, -1.443, 1.752)  0.18
H (1.926, 0.787, 1.892)  0.12
H (0.298, 0.748, -1.807)  0.15
H (-2.008, -2.632, 1.324)  0.10
H (-2.703, -1.154, 0.643)  0.02
H (-3.069, -2.725, -0.293)  0.12
H (1.388, 2.993, -1.117)  0.11
H (2.546, 2.871, 0.235)  0.14
H (2.486, 1.674, -1.134)  0.10
H (-0.487, -2.795, -0.712)  0.12
H (-1.201, -1.474, -1.607)  0.15
H (0.363, 2.102, 0.777)  0.17

HOMO-LUMO gap   8.752 eV
LUMO level   -3.609 eV
Net charge   +1
E_HOMO   -12.36 eV

***

It is arrangement i that is the least stable of them.